Record 1
An isolated ion of composition C6H10N6O and charge +2, computed with ωB97M-V/def2-TZVPD.

```
23
C6H10N6O, DFT ωB97M-V/def2-TZVPD
N 1.26818 0.38333 -1.43470
N 0.31611 -0.44999 -1.85416
C 0.41199 -1.06603 -3.05197
C -0.56383 -1.93622 -3.47900
C -1.67660 -2.12989 -2.64327
N -1.74510 -1.54014 -1.47946
C -0.77776 -0.73622 -1.05507
C -0.96691 -0.24352 0.24010
N 0.16168 0.61948 1.04541
N -0.19521 0.87415 2.30228
C 0.68053 1.50002 3.12542
N 0.36555 1.77190 4.36864
O 1.85052 1.84535 2.69850
H 1.01247 0.97756 -0.64821
H 1.93602 0.71263 -2.12333
H 1.28374 -0.84156 -3.65226
H -0.47355 -2.43583 -4.43035
H -2.50879 -2.76475 -2.91477
H -1.86132 -0.47450 0.78637
H -1.10711 0.58331 2.66199
H -0.52171 1.54660 4.79626
H 1.05135 2.24427 4.95015
H 2.05974 1.56004 1.79143
```

Output
Lowest unoccupied orbital energy (alpha / beta), eV: -9.003 / -9.318
Charge: +2
HOMO energy (alpha / beta), eV: -16.445 / -16.861
Structure (SMILES): NN1C=CC=N/C1=C/N=[NH+]/C(=[NH2+])O
Gap between HOMO and LUMO (alpha / beta), eV: 7.4418 / 7.5425

---

Record 2
One molecule with the formula C5H10O, computed with ωB97M-V/def2-TZVPD.

```
16
C5H10O, DFT ωB97M-V/def2-TZVPD
C 1.12800 1.39299 0.82892
C -0.01163 0.83915 -0.17075
C -0.15970 1.62846 -1.41568
C 0.25693 -0.72471 -0.42899
C -0.38470 -1.36110 0.74377
O -0.99889 -2.39368 0.61239
H 1.54101 0.55837 1.35534
H 0.55952 2.12429 1.39214
H 1.93132 1.92450 0.28917
H -0.92130 0.77617 0.45522
H -0.39075 2.63600 -1.17641
H 0.72065 1.78712 -2.11512
H -1.09582 1.31630 -1.95836
H 1.32111 -0.92488 -0.65989
H -0.19387 -0.78470 -1.46859
H -0.45414 -0.91252 1.64377
```

Output
Lowest unoccupied orbital energy, eV: 0.953
Charge: 0
HOMO energy, eV: -9.713
Structure (SMILES): CC(C)CC=O
Gap between HOMO and LUMO, eV: 10.6652

---

Record 3
One molecule with the formula C2H3NS, computed with ωB97M-V/def2-TZVPD.

```
7
C2H3NS, DFT ωB97M-V/def2-TZVPD
C -1.13535 0.29552 0.53709
C 0.05797 -0.46252 -0.16077
N 1.00029 0.40721 -0.58596
S -1.74676 1.73078 0.84578
H 0.43448 -1.27444 0.50747
H -0.57118 -0.91649 -0.93702
H 1.96055 0.21996 -0.20660
```

Output
Lowest unoccupied orbital energy (alpha / beta), eV: -0.407 / -0.831
Charge: 0
HOMO energy (alpha / beta), eV: -9.859 / -7.807
Gap between HOMO and LUMO (alpha / beta), eV: 9.4525 / 6.9760

---

The following relative energy (zero: lowest compared OMol25 entry of this formula, charge and spin) values (in kJ/mol) correspond, in order, to the records above: 174.0 166.1 385.7.
The following DFT total energy values (in eV) correspond, in order, to the records above: -17352.5963 -7393.0434 -14443.4719.